[1]
{"formula": "C2H4ClN", "method": "ωB97M-V/def2-TZVPD", "symbols": ["C", "C", "N", "Cl", "H", "H", "H", "H"], "positions_angstrom": [[0.614, -0.674, 0.038], [-0.288, 0.459, 0.038], [0.357, -1.841, 0.001], [2.825, 0.330, -0.052], [-1.448, 0.392, 0.296], [-0.174, 0.826, -0.930], [0.190, 1.370, 0.601], [1.058, -2.550, -0.236]], "forces_ev_per_angstrom": [[0.05, 0.75, 0.53], [-0.66, 3.52, 2.64], [1.57, -1.35, -0.52], [-2.23, -1.16, 0.00], [2.79, -0.67, -0.41], [-0.24, 0.68, -2.03], [-0.99, -1.93, -0.58], [-0.29, 0.16, 0.39]], "nbo_charge": [0.603, -0.765, -0.593, -0.479, 0.271, 0.265, 0.278, 0.420], "homo_energy_ev": -10.06, "total_energy_ev": -16149.3955, "homo_lumo_gap_ev": 9.216, "relative_energy_kj_mol": 162.3}

[2]
{"formula": "C5H13NO2", "method": "ωB97M-V/def2-TZVPD", "symbols": ["C", "C", "C", "C", "N", "C", "O", "H", "H", "H", "H", "H", "H", "H", "H", "H", "H", "H", "O", "H", "H"], "positions_angstrom": [[0.803, 1.980, 0.613], [-0.256, 1.449, -0.459], [-1.212, 0.394, 0.104], [-0.562, -0.868, 0.615], [0.104, -1.541, -0.452], [-1.746, -1.770, 1.212], [-2.312, -2.622, 0.598], [0.934, 3.019, 0.296], [0.356, 2.050, 1.700], [1.731, 1.410, 0.714], [0.355, 0.894, -1.281], [-0.756, 2.288, -0.996], [-1.727, 0.715, 1.033], [-2.001, 0.146, -0.614], [0.169, -0.649, 1.408], [0.922, -2.060, -0.162], [-0.477, -2.061, -1.100], [-2.245, -1.301, 2.158], [2.701, -0.408, -1.479], [1.852, -0.771, -1.750], [3.366, -0.295, -2.158]], "forces_ev_per_angstrom": [[-2.25, 0.47, 0.93], [1.97, -1.27, -0.45], [-0.92, 0.75, 1.11], [-0.44, -1.76, -0.06], [1.15, -0.26, -0.79], [-0.36, 2.77, 0.47], [0.39, -0.53, -0.04], [0.78, -0.17, 0.35], [0.54, -0.21, -2.04], [-0.19, 0.16, -0.48], [-0.98, 1.07, 1.30], [0.11, -0.61, 0.76], [-0.10, 0.76, -0.59], [0.13, -0.09, -0.04], [-0.27, 0.03, -0.16], [-0.26, -0.23, -0.06], [-0.08, -0.04, 0.48], [0.80, -0.86, -0.80], [0.32, 0.27, 1.10], [0.15, 0.03, -0.48], [-0.49, -0.27, -0.50]], "nbo_charge": [-0.628, -0.405, -0.405, -0.142, -0.878, 0.447, -0.520, 0.216, 0.190, 0.226, 0.220, 0.212, 0.195, 0.211, 0.209, 0.380, 0.384, 0.092, -0.979, 0.496, 0.478], "homo_energy_ev": -9.08, "total_energy_ev": -10979.9180, "smiles": "CCC[C@H](N)C=O.O", "homo_lumo_gap_ev": 9.932, "relative_energy_kj_mol": 189.2}

[3]
{"formula": "C3H5N7O2", "method": "ωB97M-V/def2-TZVPD", "symbols": ["O", "N", "O", "C", "C", "N", "N", "N", "N", "H", "H", "H", "N", "C", "N", "H", "H"], "positions_angstrom": [[0.478, -1.413, -1.718], [1.189, -0.470, -1.136], [2.581, -0.616, -1.015], [0.685, 0.547, -0.461], [-0.678, 0.961, -0.419], [-1.140, 2.139, -0.090], [-2.455, 2.077, -0.234], [-2.867, 0.892, -0.561], [-1.764, 0.221, -0.719], [2.661, -1.406, -0.514], [1.380, 1.175, 0.109], [-1.749, -0.690, -1.209], [0.167, -1.790, 1.318], [0.272, -0.617, 1.515], [0.573, 0.333, 2.212], [-0.285, -2.545, 0.822], [0.952, 1.202, 2.102]], "forces_ev_per_angstrom": [[2.04, 2.35, 1.36], [-2.56, -0.86, 0.05], [-1.14, 1.45, -1.10], [2.26, 0.08, -1.03], [-1.51, -0.61, -1.10], [0.58, 0.61, 0.02], [-1.39, 0.73, 1.02], [0.45, 1.32, -0.41], [1.27, -3.04, -1.14], [0.21, -1.63, 0.80], [-0.16, -0.40, -0.94], [0.02, 0.67, 0.72], [-0.30, -1.91, -1.10], [0.91, -0.17, 2.60], [-1.42, -1.71, 0.81], [-0.04, 0.91, 0.04], [0.78, 2.22, -0.62]], "nbo_charge": [-0.523, 0.341, -0.511, -0.029, 0.217, -0.253, -0.068, -0.036, -0.323, 0.487, 0.256, 0.450, -0.729, 0.610, -0.729, 0.442, 0.399], "homo_energy_ev": [-9.81, -9.81], "total_energy_ev": -17711.1070, "smiles": "[O-]/[N+](O)=C\\c1nnn[nH]1.N=C=N", "homo_lumo_gap_ev": [8.822, 8.822], "relative_energy_kj_mol": 385.7}

[4]
{"formula": "C12H24N", "method": "ωB97M-V/def2-TZVPD", "symbols": ["C", "C", "C", "C", "C", "C", "C", "C", "C", "C", "C", "C", "N", "H", "H", "H", "H", "H", "H", "H", "H", "H", "H", "H", "H", "H", "H", "H", "H", "H", "H", "H", "H", "H", "H", "H", "H"], "positions_angstrom": [[-0.577, 2.318, 1.434], [-0.704, 1.522, 0.524], [-0.937, 0.879, -1.785], [-3.463, 0.194, -0.191], [-1.981, -0.828, 1.665], [-2.145, -1.891, -0.664], [2.609, 1.142, 1.055], [3.380, -1.010, 0.409], [2.536, 0.553, -1.340], [-1.108, 0.512, -0.359], [-2.113, -0.531, 0.098], [2.305, 0.072, 0.041], [0.982, -0.654, 0.131], [-0.720, 3.163, 1.978], [-0.157, 0.207, -2.233], [-0.512, 1.976, -1.740], [-1.879, 0.747, -2.284], [-3.602, 0.159, -1.352], [-3.592, 1.273, 0.276], [-4.080, -0.509, 0.320], [-2.816, -0.414, 2.228], [-1.143, -0.438, 2.177], [-2.063, -1.872, 1.739], [-2.407, -1.881, -1.822], [-2.941, -2.546, -0.279], [-1.208, -2.415, -0.688], [3.643, 1.426, 0.980], [1.899, 2.013, 0.811], [2.243, 0.833, 1.919], [3.562, -1.009, 1.459], [4.309, -0.760, -0.081], [2.870, -2.027, -0.010], [3.603, 0.876, -1.373], [2.335, -0.155, -2.038], [2.147, 1.513, -1.562], [0.866, -0.986, 1.044], [0.858, -1.450, -0.488]], "forces_ev_per_angstrom": [[-0.68, -2.11, -2.78], [-0.32, 0.33, 1.98], [2.21, 1.30, 0.40], [0.42, 1.57, -1.27], [-1.45, 0.93, -1.62], [-0.87, 0.45, -2.72], [-2.47, 3.04, -4.37], [-2.27, -1.87, -2.36], [2.51, 2.30, 1.62], [0.66, -1.13, 0.15], [1.11, 0.37, 0.97], [1.27, -2.20, 0.30], [-0.78, 2.21, -1.04], [0.26, 1.90, 1.66], [-0.81, 0.65, 0.18], [-1.04, -2.18, -0.87], [-0.23, 0.20, -0.53], [-0.29, 0.33, 2.35], [0.38, -2.29, -1.07], [-1.38, -0.09, 0.02], [-0.28, 0.10, -0.24], [1.28, 0.22, 0.08], [0.20, -1.43, 0.52], [0.41, 0.72, 2.22], [0.42, 0.31, 0.29], [0.50, -0.28, 0.60], [0.25, 0.08, 0.34], [1.55, -0.64, 0.29], [-0.72, -1.36, 4.53], [-0.12, -0.52, 0.82], [0.29, -0.32, -0.27], [2.06, 1.91, 1.19], [-0.39, -0.85, -0.27], [-0.47, -1.98, -2.39], [-1.49, 0.79, -0.25], [-0.37, -0.63, 1.72], [0.65, 0.18, -0.17]], "nbo_charge": [-0.057, -0.059, -0.724, -0.588, -0.611, -0.625, -0.604, -0.596, -0.631, 0.419, -0.154, 0.116, -0.735, 0.246, 0.285, 0.259, 0.264, 0.223, 0.245, 0.240, 0.232, 0.223, 0.227, 0.231, 0.248, 0.218, 0.241, 0.199, 0.205, 0.217, 0.226, 0.194, 0.232, 0.209, 0.219, 0.378, 0.386], "charge": 1, "homo_energy_ev": [-13.15, -13.15], "total_energy_ev": -14311.7647, "homo_lumo_gap_ev": [7.943, 7.944], "relative_energy_kj_mol": 393.0}